{"formula": "C4H7N3", "method": "ωB97M-V with the def2-TZVPD basis set", "charge": 0, "orbital_gap_ev": 10.3, "lumo_energy_ev": 0.591, "e_tot_ha": -320.86269, "mol_weight_g_mol": 97.1, "smiles": "CC/N=C(/N)C#N", "symbols": ["C", "C", "N", "C", "N", "C", "N", "H", "H", "H", "H", "H", "H", "H"], "xyz": [[1.444, -0.846, 1.085], [0.333, 0.173, 1.315], [-0.769, 0.042, 0.383], [-0.772, 0.551, -0.779], [-1.953, 0.579, -1.486], [0.379, 1.177, -1.439], [1.331, 1.606, -1.939], [1.999, -0.630, 0.167], [1.025, -1.855, 1.014], [2.148, -0.824, 1.924], [0.744, 1.192, 1.304], [-0.106, 0.006, 2.304], [-2.639, 0.020, -0.994], [-1.948, 0.501, -2.492]]}